Formula: C6H4Br2
Source: the Open Molecules 2025 dataset
Level of theory: ωB97M-V/def2-TZVPD

Last column: natural (NBO) charge in e.
Geometry (Å):
C -2.769 0.993 0.920  -0.501
C -2.234 0.928 -0.149  -0.238
C 0.516 -1.246 -0.563  0.209
C 0.161 -0.276 -1.201  -0.153
C 0.811 -2.324 0.383  -0.544
C -0.059 0.825 -1.937  -0.105
Br -0.016 -2.162 2.153  0.087
Br -0.456 0.887 -3.757  0.211
H -3.383 0.814 1.744  0.211
H 1.836 -2.449 0.264  0.253
H 0.254 -3.180 -0.173  0.270
H -0.189 1.919 -1.642  0.300

Values from the calculation:
HOMO energy (spin up / spin down): -8.6 / -8.6 eV
F_max: 4.675 eV Å⁻¹
Relative energy (zero: lowest compared OMol25 entry of this formula, charge and spin): 147.3 kcal per mole
Multiplicity: 1



Formula: C4H7NO3
Source: the Open Molecules 2025 dataset
Level of theory: ωB97M-V/def2-TZVPD

Last column: natural (NBO) charge in e.
Geometry (Å):
C -2.367 0.094 -0.087  -0.293
O -1.187 -0.636 0.546  -0.504
C -0.106 -0.446 -0.220  0.331
O 0.235 0.738 -0.911  -0.393
N 1.085 1.493 -0.021  -0.120
C 1.660 0.744 0.836  0.005
C 1.213 -0.726 0.480  0.017
O 2.171 -1.016 -0.616  -0.735
H -2.809 -0.241 -0.960  0.187
H -3.290 0.181 0.736  0.197
H -2.291 1.075 -0.440  0.202
H -0.270 -0.882 -1.213  0.172
H 2.118 1.023 1.752  0.226
H 1.322 -1.295 1.335  0.209
H 2.517 -0.106 -1.217  0.499

Values from the calculation:
HOMO energy: -9.9 eV
F_max: 5.400 eV Å⁻¹
Relative energy (zero: lowest compared OMol25 entry of this formula, charge and spin): 160.1 kcal per mole
Multiplicity: 1



Formula: C4H16NO3
Source: the Open Molecules 2025 dataset
Level of theory: ωB97M-V/def2-TZVPD

Last column: Mulliken spin population.
Geometry (Å):
C -0.032 1.466 -1.576  0.053
C 0.010 0.366 -0.473  0.107
C 1.458 -0.099 -0.177  0.077
C 2.397 -0.570 -1.360  0.027
O 1.446 -1.185 0.670  0.570
N -0.866 -0.827 -0.773  0.885
H -1.060 1.798 -1.657  0.017
H 0.747 2.217 -1.265  -0.005
H 0.233 1.029 -2.551  -0.003
H -0.266 0.821 0.478  0.068
H 1.846 0.804 0.462  0.130
H 3.413 -0.115 -1.533  0.025
H 2.741 -1.598 -1.014  0.016
H 1.803 -0.656 -2.511  0.006
H 1.131 -1.070 1.539  -0.009
H -2.221 -0.309 1.743  -0.798
H -1.901 -0.595 -0.953  -0.007
H -0.653 -1.399 0.029  0.012
H -0.942 -0.341 2.506  -0.070
H -0.156 -0.564 3.938  -0.003
O 0.025 -0.529 2.978  -0.076
H -4.104 1.790 -0.153  0.003
H -2.882 0.942 0.641  -0.006
O -3.305 1.221 -0.244  -0.019

Values from the calculation:
Total charge: +2
HOMO energy (spin up / spin down): -19.1 / -19.1 eV
F_max: 4.152 eV Å⁻¹
Relative energy (zero: lowest compared OMol25 entry of this formula, charge and spin): 216.2 kcal per mole
Multiplicity: 2



Formula: C11H20ClNO3P
Source: the Open Molecules 2025 dataset
Level of theory: ωB97M-V/def2-TZVPD

Last column: natural (NBO) charge in e.
Geometry (Å):
C -3.463 0.803 0.016  -0.363
C -2.390 1.422 0.484  -0.203
C -1.361 2.099 -0.378  -0.453
C -0.111 1.236 -0.712  -0.219
C 0.951 1.357 0.429  -0.059
C 0.461 1.537 1.864  -0.118
O -0.108 0.339 2.362  -0.298
O 0.751 -0.094 3.438  -0.456
N 1.959 0.225 0.468  -0.499
C 1.397 -1.120 0.159  -0.097
C 2.422 -2.204 0.372  -0.252
C 2.073 -3.482 0.352  -0.317
C 0.863 -1.005 -1.274  -0.398
C -0.445 -0.188 -1.211  -0.566
P -1.250 -0.006 -2.915  1.097
O -2.574 -0.941 -2.683  -0.973
Cl -0.119 -1.248 -4.090  -0.286
H -4.014 0.077 0.599  0.219
H -3.820 1.027 -0.985  0.181
H -2.239 1.427 1.560  0.204
H -1.031 3.029 0.092  0.218
H -1.825 2.331 -1.340  0.239
H 0.323 1.745 -1.582  0.228
H 1.526 2.261 0.212  0.236
H 1.334 1.772 2.480  0.219
H -0.207 2.391 1.973  0.224
H 0.120 -0.542 4.020  0.491
H 2.706 0.411 -0.203  0.434
H 2.408 0.189 1.388  0.446
H 0.537 -1.309 0.795  0.253
H 3.474 -1.957 0.495  0.218
H 1.148 -3.800 -0.122  0.202
H 2.664 -4.251 0.830  0.229
H 0.716 -1.986 -1.709  0.259
H 1.590 -0.426 -1.856  0.198
H -1.114 -0.742 -0.552  0.256
H -3.352 -0.376 -2.777  0.508

Values from the calculation:
Total charge: +1
HOMO energy: -12.0 eV
F_max: 1.659 eV Å⁻¹
Multiplicity: 1



Formula: C3H7N5
Source: the Open Molecules 2025 dataset
Level of theory: ωB97M-V/def2-TZVPD

Last column: natural (NBO) charge in e.
Geometry (Å):
N 2.289 -0.204 -0.272  -0.719
N 1.308 -1.145 0.153  -0.341
C 0.091 -0.729 0.052  0.336
C -1.202 -1.354 0.230  -0.363
C -2.057 -0.348 -0.001  0.038
N -1.467 0.896 -0.312  -0.430
N -0.105 0.663 -0.273  -0.159
N 0.543 1.704 0.495  -0.648
H 2.430 -0.026 -1.299  0.355
H 3.168 -0.630 0.008  0.361
H -1.525 -2.359 0.383  0.247
H -3.149 -0.351 0.045  0.213
H -1.831 1.383 -1.150  0.386
H 0.417 1.494 1.539  0.336
H 1.524 1.681 0.259  0.388

Values from the calculation:
HOMO energy: -7.5 eV
F_max: 2.768 eV Å⁻¹
Relative energy (zero: lowest compared OMol25 entry of this formula, charge and spin): 84.0 kcal per mole
Multiplicity: 1



Formula: C3H10N3O3S
Source: the Open Molecules 2025 dataset
Level of theory: ωB97M-V/def2-TZVPD

Last column: natural (NBO) charge in e.
Geometry (Å):
C 2.623 0.012 -0.029  0.627
C -2.305 -1.431 -0.726  -0.640
C -2.384 -0.127 0.053  -0.663
N 3.768 0.087 0.684  -0.777
N 2.530 0.570 -1.224  -0.737
N 1.690 -0.828 0.386  -0.221
O -0.506 1.440 -1.160  -0.826
O -0.318 1.085 1.270  -0.829
O 0.604 -1.047 -0.294  -0.536
S -0.832 0.680 -0.007  2.189
H -1.952 -1.191 -1.796  0.252
H -1.779 -2.170 -0.116  0.256
H -3.338 -1.814 -0.960  0.261
H -2.711 -0.078 1.206  0.304
H -2.989 0.668 -0.376  0.278
H 4.407 0.999 0.706  0.440
H 3.776 -0.282 1.577  0.399
H 3.233 1.207 -1.673  0.432
H 1.792 0.469 -1.775  0.419
H 1.949 -1.078 1.346  0.375

Values from the calculation:
Total charge: +1
HOMO energy (spin up / spin down): -13.1 / -13.1 eV
F_max: 5.305 eV Å⁻¹
Relative energy (zero: lowest compared OMol25 entry of this formula, charge and spin): 34.2 kcal per mole
Multiplicity: 1



Formula: C19H18NOSeZr
Source: the Open Molecules 2025 dataset
Level of theory: ωB97M-V/def2-TZVPD

Last column: natural (NBO) charge in e.
Geometry (Å):
C 0.747 -1.944 3.125  -0.317
C -0.695 -2.024 3.073  -0.396
C -1.055 -2.406 1.736  -0.325
H -1.372 -1.933 3.923  0.267
C 0.151 -2.524 0.972  -0.292
C 1.267 -2.200 1.811  -0.380
H 2.324 -2.265 1.547  0.263
H 1.345 -1.848 4.028  0.259
H -2.073 -2.627 1.408  0.254
H 0.217 -2.853 -0.061  0.229
C -1.160 2.251 1.543  -0.239
C -1.191 1.809 2.869  -0.433
C 0.219 1.847 3.432  -0.106
H -2.053 1.748 3.528  0.259
C 1.055 1.982 2.170  -0.483
C 0.211 2.353 1.112  -0.241
H 0.526 2.681 0.121  0.248
H -2.026 2.510 0.935  0.252
H 0.395 2.646 4.169  0.248
H 2.138 2.063 2.232  0.262
Zr -0.050 -0.119 1.764  1.840
O -0.563 -0.143 -0.067  -0.811
C -1.102 -0.627 -1.282  -0.139
C -0.064 -1.005 -2.260  0.077
H -1.662 -1.549 -1.055  0.219
H -1.790 0.121 -1.690  0.198
H 0.531 -1.885 -2.005  0.210
H 1.088 -2.007 -4.419  0.230
C 0.807 -0.957 -4.542  -0.103
C 0.204 -0.296 -3.421  -0.157
C -0.141 1.097 -3.563  -0.127
H -0.571 1.604 -2.692  0.226
C 0.098 1.755 -4.758  -0.215
H -0.136 2.818 -4.841  0.239
C 0.630 1.061 -5.858  -0.101
H 0.771 1.578 -6.805  0.238
C 0.972 -0.298 -5.748  -0.225
H 1.373 -0.839 -6.607  0.243
Se -0.129 -0.285 6.841  0.229
C 0.236 0.200 5.242  0.201
N 0.529 0.510 4.089  -0.601

Values from the calculation:
Total charge: +1
HOMO energy (spin up / spin down): -8.7 / -8.7 eV
F_max: 2.209 eV Å⁻¹
Relative energy (zero: lowest compared OMol25 entry of this formula, charge and spin): 67.8 kcal per mole
Multiplicity: 1